## a
The following is a DFT calculation (ωB97M-V/def2-TZVPD) of a cluster of 2 separate species, C3H10NO in total.

Gap between HOMO and LUMO ... 10.766 eV
Net charge ... +1

The geometry in XYZ format:
```
15
C3H10NO | OMol25 | ωB97M-V/def2-TZVPD
C -1.235 0.698 1.197
C 2.443 0.032 -0.187
C -1.473 0.323 -0.024
N -1.213 -1.045 -0.502
O -1.963 0.981 -1.094
H 3.266 -0.582 -0.450
H -0.825 0.054 1.924
H -1.453 1.693 1.609
H 1.516 -0.423 0.042
H 2.421 0.622 0.730
H 2.105 0.646 -0.990
H -0.982 -1.763 0.244
H -1.941 -1.496 -1.127
H -0.287 -1.107 -1.089
H -2.268 1.912 -0.985
```

These are the Mulliken partial charges, in e, on atoms 1 to 6: number 1, C, carries -0.884; number 2, C, carries -0.836; number 3, C, carries 0.661; number 4, N, carries -0.396; number 5, O, carries -0.500; number 6, H, carries 0.320


## b
The following is a DFT calculation (ωB97M-V/def2-TZVPD) of a cluster of 2 separate species, C3H10NO in total.

Gap between HOMO and LUMO ... 11.482 eV
Net charge ... +1

The geometry in XYZ format:
```
15
C3H10NO | OMol25 | ωB97M-V/def2-TZVPD
C -1.153 -0.935 -0.768
C 0.368 -1.060 -0.522
C 1.537 1.074 -0.833
N 0.938 0.216 -0.101
H -1.483 -0.188 -0.060
H -1.334 -0.642 -1.821
H -1.653 -1.897 -0.552
H 0.472 -1.759 0.304
H 0.891 -1.465 -1.373
H 1.687 2.039 -0.323
H 2.067 0.793 -1.762
H 0.343 0.677 0.609
H -0.603 1.730 2.689
H -1.350 0.394 2.471
O -0.728 1.023 2.044
```

These are the Mulliken partial charges, in e, on atoms 1 to 6: number 1, C, carries -0.922; number 2, C, carries -0.410; number 3, C, carries -0.037; number 4, N, carries 0.080; number 5, H, carries 0.302; number 6, H, carries 0.302


Stability, highest: b


## a
The following is a DFT calculation (ωB97M-V/def2-TZVPD) of a cluster of 2 separate species, C3H10NO in total.

Gap between HOMO and LUMO ... 5.789 eV
Net charge ... +1

The geometry in XYZ format:
```
15
C3H10NO | OMol25 | ωB97M-V/def2-TZVPD
O -3.289 -0.009 0.295
C -2.157 -0.518 -0.366
C -1.089 0.557 -0.329
N 0.062 0.010 -0.872
C 3.294 -0.033 0.745
H -4.033 -0.609 0.253
H -1.823 -1.418 0.167
H -2.410 -0.750 -1.407
H -0.967 0.718 0.787
H -1.410 1.502 -0.794
H 0.652 0.751 -1.303
H 3.280 -0.567 1.679
H 2.890 -0.711 -0.025
H 4.321 0.194 0.467
H 2.679 0.880 0.703
```

These are the Mulliken partial charges, in e, on atoms 1 to 6: number 1, O, carries -0.474; number 2, C, carries -0.468; number 3, C, carries -0.238; number 4, N, carries -0.007; number 5, C, carries -0.889; number 6, H, carries 0.333


## b
The following is a DFT calculation (ωB97M-V/def2-TZVPD) of a cluster of 2 separate species, C3H10NO in total.

Gap between HOMO and LUMO ... 7.300 eV
Net charge ... +1

The geometry in XYZ format:
```
15
C3H10NO | OMol25 | ωB97M-V/def2-TZVPD
O 0.171 -3.318 0.310
C 0.041 -1.918 0.624
C -0.744 -1.237 -0.489
N -0.693 0.100 -0.559
C 0.624 3.213 -0.028
H 0.156 -3.770 1.160
H -0.357 -1.808 1.633
H 1.070 -1.532 0.601
H -1.573 -1.950 -0.553
H -0.080 -0.907 -1.413
H -1.405 0.422 -1.250
H 0.434 4.156 -0.533
H 1.583 2.818 -0.384
H -0.057 2.369 -0.149
H 0.828 3.362 1.032
```

These are the Mulliken partial charges, in e, on atoms 1 to 6: number 1, O, carries -0.481; number 2, C, carries -0.460; number 3, C, carries 0.038; number 4, N, carries -0.213; number 5, C, carries -0.695; number 6, H, carries 0.335


Stability, highest: b


## a
The following is a DFT calculation (ωB97M-V/def2-TZVPD) of a cluster of 2 separate species, C3H10NO in total.

Gap between HOMO and LUMO ... 6.077 eV
Net charge ... +1

The geometry in XYZ format:
```
15
C3H10NO | OMol25 | ωB97M-V/def2-TZVPD
O 3.236 0.186 0.555
C 2.125 -0.583 0.251
C 1.160 0.366 -0.480
N -0.074 -0.209 -0.591
C -3.224 0.155 0.210
H 3.939 -0.354 0.932
H 1.628 -0.889 1.176
H 2.258 -1.446 -0.403
H 0.904 1.216 0.225
H 1.559 0.824 -1.399
H -0.637 0.227 -1.354
H -4.265 0.192 -0.090
H -2.666 -0.478 -0.483
H -2.790 1.151 0.284
H -3.153 -0.360 1.166
```

These are the Mulliken partial charges, in e, on atoms 1 to 6: number 1, O, carries -0.470; number 2, C, carries -0.407; number 3, C, carries -0.337; number 4, N, carries -0.040; number 5, C, carries -0.913; number 6, H, carries 0.332


## b
The following is a DFT calculation (ωB97M-V/def2-TZVPD) of a cluster of 2 separate species, C3H10NO in total.

Gap between HOMO and LUMO ... 9.618 eV
Net charge ... +1

The geometry in XYZ format:
```
15
C3H10NO | OMol25 | ωB97M-V/def2-TZVPD
C -2.067 1.608 -0.201
O -1.679 0.270 0.069
H -3.148 1.693 -0.373
H -1.662 2.180 0.625
H -1.559 2.080 -1.072
H -2.103 -0.395 -0.457
C 1.351 -0.653 -1.167
C 1.729 -0.804 1.286
N 1.007 -0.682 0.245
H 0.435 -0.561 -1.756
H 1.872 -1.554 -1.508
H 2.042 0.140 -1.470
H 2.800 -0.915 1.226
H 1.237 -0.594 2.234
H 0.070 -0.283 0.427
```

These are the Mulliken partial charges, in e, on atoms 1 to 6: number 1, C, carries -0.568; number 2, O, carries -0.580; number 3, H, carries 0.288; number 4, H, carries 0.253; number 5, H, carries 0.263; number 6, H, carries 0.286


Stability, highest: b


## a
The following is a DFT calculation (ωB97M-V/def2-TZVPD) of a cluster of 2 separate species, C3H3NOS in total.

Gap between HOMO and LUMO ... 9.365 eV
Structure (SMILES) ... O=C=NS.C#C
Net charge ... 0

The geometry in XYZ format:
```
9
C3H3NOS | OMol25 | ωB97M-V/def2-TZVPD
O 0.525 2.946 0.022
C 1.322 2.021 -0.048
N 2.103 1.113 0.024
S 1.902 -0.402 -0.354
H 3.285 -0.689 -0.285
C -1.305 -0.585 -0.230
C -0.685 0.398 -0.453
H -1.919 -1.339 -0.595
H -0.754 1.400 -0.157
```

These are the Mulliken partial charges, in e, on atoms 1 to 6: number 1, O, carries -0.555; number 2, C, carries 0.813; number 3, N, carries -0.297; number 4, S, carries -0.069; number 5, H, carries 0.137; number 6, C, carries -0.041


## b
The following is a DFT calculation (ωB97M-V/def2-TZVPD) of an isolated molecule of C3H3NOS.

Gap between HOMO and LUMO ... 8.095 eV
Structure (SMILES) ... O=C1NCC1=S
Net charge ... 0

The geometry in XYZ format:
```
9
C3H3NOS | OMol25 | ωB97M-V/def2-TZVPD
O 2.168 -2.362 0.024
C 1.591 -1.333 -0.052
N 0.228 -1.013 -0.152
C 0.354 0.368 0.211
C 1.873 0.164 0.038
S 3.206 1.059 0.068
H -0.606 -1.613 -0.164
H 0.286 0.388 1.238
H -0.192 1.047 -0.371
```

These are the Mulliken partial charges, in e, on atoms 1 to 6: number 1, O, carries -0.529; number 2, C, carries 0.428; number 3, N, carries -0.190; number 4, C, carries -0.203; number 5, C, carries 0.035; number 6, S, carries -0.274


## c
The following is a DFT calculation (ωB97M-V/def2-TZVPD) of an isolated molecule of C3H3NOS.

Gap between HOMO and LUMO ... 8.484 eV
Structure (SMILES) ... S=c1cc[nH]o1
Net charge ... 0

The geometry in XYZ format:
```
9
C3H3NOS | OMol25 | ωB97M-V/def2-TZVPD
S -2.506 -0.218 -1.262
C -0.986 0.085 -0.570
C -0.454 -0.832 0.370
C 0.798 -0.385 0.452
N 1.074 0.689 -0.269
O -0.222 1.212 -0.571
H -1.020 -1.598 0.874
H 1.684 -0.585 1.101
H 1.632 1.631 -0.124
```

These are the Mulliken partial charges, in e, on atoms 1 to 6: number 1, S, carries -0.302; number 2, C, carries 0.199; number 3, C, carries -0.315; number 4, C, carries -0.243; number 5, N, carries -0.141; number 6, O, carries -0.236


Stability, highest: b


## a
The following is a DFT calculation (ωB97M-V/def2-TZVPD) of an isolated molecule of C3H3NOS.

Gap between HOMO and LUMO ... 9.407 eV
Structure (SMILES) ... N#CO/C=C/S
Net charge ... 0

The geometry in XYZ format:
```
9
C3H3NOS | OMol25 | ωB97M-V/def2-TZVPD
N -0.947 -3.143 -0.566
C -0.354 -2.170 -0.673
O 0.260 -1.077 -0.946
C 0.333 0.233 -0.482
C -0.354 0.696 0.579
S -0.081 2.174 1.353
H 1.192 0.582 -1.091
H -1.224 0.250 1.087
H 1.174 2.454 0.740
```

These are the Mulliken partial charges, in e, on atoms 1 to 6: number 1, N, carries -0.436; number 2, C, carries 0.492; number 3, O, carries -0.358; number 4, C, carries -0.054; number 5, C, carries -0.201; number 6, S, carries -0.204


## b
The following is a DFT calculation (ωB97M-V/def2-TZVPD) of a structure of composition C3H3NOS.

Gap between HOMO and LUMO (spin up / spin down) ... 9.161 / 9.160 eV
Net charge ... 0

The geometry in XYZ format:
```
9
C3H3NOS | OMol25 | ωB97M-V/def2-TZVPD
C 0.002 -0.137 0.015
C -0.710 0.844 0.694
C 0.197 0.325 -1.265
N -0.912 1.897 -0.008
O -2.271 3.203 0.518
S -0.465 1.912 -1.485
H 0.116 -1.098 0.577
H -1.214 0.677 1.677
H 0.793 -0.117 -2.155
```

These are the Mulliken partial charges, in e, on atoms 1 to 6: number 1, C, carries -0.508; number 2, C, carries 0.101; number 3, C, carries -0.192; number 4, N, carries -0.080; number 5, O, carries -0.420; number 6, S, carries 0.156


Stability, highest: a


## a
The following is a DFT calculation (ωB97M-V/def2-TZVPD) of an isolated molecule of C3H6N2S2.

Gap between HOMO and LUMO ... 8.376 eV
Structure (SMILES) ... NSN1CC=CS1
Net charge ... 0

The geometry in XYZ format:
```
13
C3H6N2S2 | OMol25 | ωB97M-V/def2-TZVPD
N 2.081 1.519 0.450
S 2.040 -0.088 0.851
N 0.637 -0.779 0.441
C -0.748 -0.522 0.838
C -1.615 -0.255 -0.373
C -1.153 -0.766 -1.495
S 0.412 -1.552 -1.449
H 1.945 2.278 1.101
H 2.504 1.889 -0.350
H -0.661 0.323 1.461
H -1.005 -1.405 1.483
H -2.629 0.107 -0.555
H -1.808 -0.747 -2.403
```

These are the Mulliken partial charges, in e, on atoms 1 to 6: number 1, N, carries -0.419; number 2, S, carries -0.008; number 3, N, carries -0.185; number 4, C, carries -0.280; number 5, C, carries -0.346; number 6, C, carries -0.163


## b
The following is a DFT calculation (ωB97M-V/def2-TZVPD) of an isolated molecule of C3H6N2S2.

Gap between HOMO and LUMO ... 7.722 eV
Structure (SMILES) ... C=NSC(=S)CN
Net charge ... 0

The geometry in XYZ format:
```
13
C3H6N2S2 | OMol25 | ωB97M-V/def2-TZVPD
C -1.763 1.468 1.336
N -1.230 0.586 0.355
S -0.099 1.432 -0.485
C 0.836 0.125 -1.165
S 2.303 0.175 -1.921
C 0.174 -1.165 -0.803
N 1.161 -1.450 0.350
H -2.819 1.027 1.690
H -1.343 2.531 1.703
H 0.455 -1.963 -1.560
H -0.902 -0.889 -0.584
H 0.996 -0.593 1.253
H 2.230 -1.284 -0.168
```

These are the Mulliken partial charges, in e, on atoms 1 to 6: number 1, C, carries -0.319; number 2, N, carries -0.341; number 3, S, carries 0.082; number 4, C, carries 0.028; number 5, S, carries -0.256; number 6, C, carries -0.418


Stability, highest: a